# 1
Here is 21 unconnected molecules or ions with the total composition C63H140O35S14 at a distorted geometry from the Open Molecules 2025 dataset. Energies are from ωB97M-V/def2-TZVPD.

Values from the calculation:
- E_LUMO (eV) = -0.06
- E_tot (hartree) = -10692.133334
- HOMO-LUMO gap (hartree) = 0.3401

CARTESIAN COORDINATES (ANGSTROEM)
1 S -15.409273 -29.159192 1.576714
2 S -17.961275 -25.207985 -2.058010
3 S -9.617894 -33.455390 -4.625835
4 S -4.565056 -31.347238 -0.507454
5 S -11.501820 -26.712350 -5.731726
6 S -7.340486 -28.672506 -4.768868
7 S -5.985580 -25.991245 -0.359736
8 S -10.435243 -19.306752 -4.237088
9 S -12.996578 -22.656840 0.212936
10 S -10.919724 -26.536788 -1.160604
11 S -14.245547 -29.814019 -7.201866
12 S -7.465068 -25.091468 3.860699
13 S -12.172441 -25.197893 5.935988
14 S -11.529247 -29.331578 4.423448
15 O -7.866611 -22.785141 1.144701
16 O -10.165145 -25.383335 -1.630821
17 O -9.884950 -34.855310 -4.985268
18 O -6.861297 -26.358734 0.764584
19 O -5.958918 -31.274559 -0.102942
20 O -15.304895 -30.787767 -6.989908
21 O -16.682797 -25.147110 -1.362888
22 O -9.220725 -35.196011 1.541238
23 O -12.361365 -26.557617 -1.485403
24 O -7.911757 -29.462186 -3.667335
25 O -18.906823 -24.071133 -2.287005
26 O -5.260786 -27.054106 -1.059076
27 O -10.904919 -25.948838 6.078446
28 O -8.668203 -24.507665 3.265944
29 O -16.577985 -29.780254 0.905457
30 O -11.621488 -19.548122 -5.041516
31 O -14.066253 -29.709697 1.369838
32 O -13.557303 -33.481466 0.087465
33 O -12.175605 -28.328821 3.593738
34 O -3.180678 -30.075542 3.037854
35 O -14.523300 -28.440835 -6.861754
36 O -3.485737 -30.905987 0.391393
37 O -10.060323 -29.440775 4.409260
38 O -10.176996 -17.989544 -3.604645
39 O -13.404355 -25.796108 6.444059
40 O -7.065544 -24.594113 -5.500816
41 O -7.444771 -32.542962 6.197234
42 O -11.348876 -26.819791 -7.189852
43 O -11.174895 -27.830643 -4.836486
44 O -14.732274 -30.080542 -3.729090
45 O -12.250955 -21.431058 0.076730
46 O -6.158894 -24.550810 3.500239
47 O -12.429671 -23.862319 0.825367
48 O -7.212924 -27.224309 -4.726770
49 O -9.981234 -32.429855 -5.592404
50 C -4.424461 -31.806172 -3.186157
51 C -7.996668 -33.181075 -3.885402
52 C -9.952887 -34.803955 0.392825
53 C -9.605692 -28.761283 -0.398921
54 C -17.934932 -27.454128 -3.698526
55 C -5.956651 -29.526909 -6.949881
56 C -13.100554 -31.370694 5.456688
57 C -8.669876 -21.299735 -4.663969
58 C -5.100855 -23.473232 -0.767932
59 C -12.342745 -30.716588 -8.866315
60 C -9.106181 -22.427456 0.459435
61 C -10.502797 -33.030776 -3.077688
62 C -7.437888 -26.912485 3.752163
63 C -13.948242 -23.014824 -1.346250
64 C -4.400896 -30.636710 -2.185368
65 C -14.525540 -22.279932 1.123257
66 C -14.998425 -21.983209 -1.290905
67 C -12.678353 -30.458740 -6.450984
68 C -18.870297 -26.775650 -1.558307
69 C -11.979136 -23.451774 6.462756
70 C -12.466995 -24.771154 4.170995
71 C -8.928803 -21.277959 -3.160841
72 C -15.682233 -22.030997 0.125218
73 C -3.700900 -32.950178 -2.466133
74 C -7.460160 -29.904490 -7.137201
75 C -14.457875 -29.331721 -2.522009
76 C -8.152018 -32.694766 -2.442192
77 C -11.940958 -23.349029 3.998796
78 C -4.264112 -33.094294 -1.037623
79 C -12.293263 -30.974230 4.167902
80 C -10.681739 -25.191605 -5.119684
81 C -18.068446 -27.917503 -2.229469
82 C -8.885581 -19.840641 -5.147295
83 C -15.509674 -27.283161 1.120788
84 C -15.517383 -26.574733 2.464075
85 C -12.737706 -32.382407 -0.368269
86 C -11.778954 -24.100511 -4.990311
87 C -5.860751 -23.883524 -2.053055
88 C -7.056164 -26.398904 6.163065
89 C -6.948509 -24.748753 -6.847256
90 C -8.349897 -29.018122 -6.308822
91 C -4.518337 -30.205513 3.523252
92 C -8.173029 -32.064214 5.041280
93 C -12.296715 -22.532700 5.220781
94 C -7.633105 -25.098035 5.705685
95 C -15.705156 -28.846555 3.378633
96 C -7.518929 -27.486938 5.188987
97 C -11.604492 -30.412536 -7.572028
98 C -13.592204 -29.844251 -8.954205
99 C -5.835341 -29.493720 -5.390235
100 C -17.521904 -25.947203 -3.697626
101 C -6.881911 -24.921471 -1.509572
102 C -12.613696 -30.550261 6.568483
103 C -13.130347 -24.767252 -4.480581
104 C -9.605524 -32.159611 -2.277905
105 C -10.415412 -28.264573 0.830638
106 C -13.221881 -26.170350 -5.292424
107 C -16.281834 -27.451765 3.461152
108 C -10.308520 -20.595256 -2.890286
109 C -4.788214 -24.702986 0.069429
110 C -12.267424 -29.157284 6.123736
111 C -10.236085 -28.173343 -1.710431
112 C -10.707009 -26.757754 0.708639
113 H -11.404738 -32.634017 -3.543722
114 H -9.719176 -23.285608 0.183909
115 H -11.929796 -21.506453 5.238242
116 H -11.454964 -31.661840 4.055850
117 H -9.823364 -32.319499 -1.221924
118 H -11.188513 -29.407303 -7.639618
119 H -11.639003 -28.536307 6.762168
120 H -15.716925 -22.184606 -2.085449
121 H -9.076459 -22.298643 -2.807991
122 H -3.179608 -30.396633 2.133148
123 H -11.021311 -34.992522 0.497742
124 H -9.622080 -35.058568 -0.614067
125 H -13.666522 -25.805645 -6.218378
126 H -11.977105 -23.604794 -5.940630
127 H -16.138465 -29.702344 3.896284
128 H -18.973564 -26.823696 -0.474275
129 H -13.819947 -26.981222 -4.876610
130 H -12.916533 -31.004616 3.274189
131 H -5.166818 -24.296247 -2.785327
132 H -12.470880 -23.290463 7.422072
133 H -10.006483 -28.560021 1.796858
134 H -13.089253 -24.975383 -3.411428
135 H -8.055223 -23.420387 1.839322
136 H -14.555399 -21.001209 -1.456775
137 H -18.671853 -28.825158 -2.242535
138 H -6.525447 -23.821183 -7.232923
139 H -10.813206 -31.131842 -7.360935
140 H -13.191040 -28.847117 -9.135594
141 H -5.234094 -29.671503 2.898263
142 H -12.878663 -31.487981 0.238552
143 H -5.280025 -33.484617 -1.098377
144 H -3.753694 -33.922649 -2.955637
145 H -7.486843 -34.137803 -3.998746
146 H -16.513378 -27.271619 0.695877
147 H -7.313683 -25.455364 -5.156916
148 H -14.862120 -27.050302 0.275480
149 H -13.337818 -22.212153 5.182677
150 H -10.662250 -33.963976 -2.537499
151 H -7.508432 -31.871404 -2.132405
152 H -14.352732 -24.011604 -1.170389
153 H -13.043716 -32.195838 -1.397664
154 H -13.085230 -32.448404 5.619164
155 H -8.108407 -20.794189 -2.630742
156 H -8.370147 -28.046538 -6.802478
157 H -5.095739 -29.802138 -2.278982
158 H -6.242879 -25.532327 -7.123289
159 H -7.708771 -30.914731 -6.812067
160 H -4.187147 -22.953435 -1.056107
161 H -4.546798 -29.808932 4.538146
162 H -8.711872 -25.133925 5.857591
163 H -9.888230 -24.909407 -5.811642
164 H -14.456969 -33.146500 0.086756
165 H -16.259334 -26.973873 4.440558
166 H -10.863399 -23.465661 3.883210
167 H -14.112959 -31.042191 5.221700
168 H -14.710175 -28.704378 3.800423
169 H -7.471111 -26.717549 7.119297
170 H -13.250456 -23.161267 -2.170716
171 H -3.981117 -31.585945 -4.157262
172 H -7.906727 -24.977183 -7.313886
173 H -18.147711 -25.489612 -4.463837
174 H -5.029989 -24.416107 1.092829
175 H -14.764958 -28.299759 -2.691821
176 H -17.317985 -27.536119 3.133478
177 H -9.745755 -21.738438 1.011070
178 H -7.915385 -32.631688 4.147031
179 H -16.486402 -25.674525 -3.901291
180 H -12.958903 -31.467632 -6.148464
181 H -16.206546 -21.098972 0.336223
182 H -15.653889 -30.346203 -3.769834
183 H -11.608779 -26.422013 1.220700
184 H -6.378851 -23.066916 -2.555884
185 H -3.748205 -25.028881 0.086203
186 H -8.522179 -35.780436 1.237769
187 H -13.975507 -24.100122 -4.650125
188 H -9.881403 -26.082031 0.931952
189 H -19.875325 -26.719089 -1.976420
190 H -5.426234 -32.125167 -3.473904
191 H -9.869497 -33.723474 0.509898
192 H -2.636800 -32.717011 -2.428364
193 H -9.635511 -28.088258 -2.616059
194 H -8.846587 -21.801958 -0.394658
195 H -8.244044 -27.263458 3.107926
196 H -18.941024 -27.495699 -4.115843
197 H -13.187172 -28.584989 6.002695
198 H -14.538783 -26.258995 2.825695
199 H -8.010825 -19.301505 -4.783656
200 H -11.146919 -21.290528 -2.847986
201 H -7.657106 -24.359308 -0.988873
202 H -7.173433 -24.202354 6.123477
203 H -6.917621 -28.396031 5.198733
204 H -12.303503 -22.981837 3.038682
205 H -12.602638 -31.774926 -8.844473
206 H -6.471008 -27.169187 3.319315
207 H -11.797350 -31.144114 6.979597
208 H -17.355468 -28.110142 -4.348110
209 H -12.609402 -29.956435 -5.486083
210 H -9.320267 -21.993876 -5.196183
211 H -10.378151 -25.407061 -4.095225
212 H -14.780729 -23.155300 1.720519
213 H -11.684662 -32.644991 -0.267090
214 H -7.654447 -29.806399 -8.205249
215 H -9.670390 -31.102514 -2.535667
216 H -17.117651 -28.091145 -1.725531
217 H -9.689955 -29.846241 -0.461159
218 H -10.930232 -23.330872 6.733450
219 H -13.383749 -29.270693 -2.346992
220 H -9.029961 -19.691927 -6.217407
221 H -16.003944 -25.601925 2.393377
222 H -13.556805 -24.755729 4.157505
223 H -14.382857 -30.066843 -9.670725
224 H -5.876268 -30.516942 -5.016795
225 H -13.426273 -30.484728 7.292047
226 H -10.286759 -20.066840 -1.937187
227 H -7.969650 -30.998989 4.931616
228 H -9.332073 -29.404737 -6.036881
229 H -5.446358 -30.335182 -7.473712
230 H -7.489080 -33.498119 6.111708
231 H -9.248640 -32.168545 5.183617
232 H -11.699170 -30.558927 -9.731796
233 H -11.509926 -23.328540 -4.269350
234 H -11.139970 -28.694935 -2.025140
235 H -11.429430 -28.664428 0.831078
236 H -15.008066 -29.786073 -1.698028
237 H -3.389267 -30.233302 -2.230003
238 H -3.582548 -33.657390 -0.400056
239 H -7.890247 -33.588361 -1.875582
240 H -8.534137 -28.573599 -0.330813
241 H -16.385431 -22.863665 0.141743
242 H -5.683637 -22.688361 -0.285802
243 H -4.745492 -31.271557 3.530377
244 H -7.646773 -21.630340 -4.842991
245 H -5.728945 -28.624080 -7.516584
246 H -5.967071 -26.386210 6.120597
247 H -12.069391 -25.509388 3.474563
248 H -7.699743 -32.301416 -4.456480
249 H -7.455035 -25.517330 -2.219911
250 H -8.509306 -27.865431 5.441958
251 H -4.920258 -29.106663 -4.942013
252 H -14.330133 -21.554941 1.913383

Cartesian forces (eV/Å) of the 6 atoms listed first:
S -0.496 1.269 -0.992
S -1.727 -0.900 -2.513
S -1.962 -1.150 1.127
S 0.423 -0.832 0.441
S -1.216 0.603 0.702
S -1.982 -1.122 -1.359



# 2
Here is a molecular structure, C13H32Cl4O3S3 at a distorted geometry from the Open Molecules 2025 dataset. Energies are from ωB97M-V/def2-TZVPD.

Values from the calculation:
- E_LUMO (eV) = -0.33
- E_tot (hartree) = -3775.393412
- HOMO-LUMO gap (hartree) = 0.2998
- energy relative to the best compared isomer or geometry (same formula, charge and spin) (kJ/mol) = 113.9

CARTESIAN COORDINATES (ANGSTROEM)
1 Cl 5.214510 2.693655 -3.641262
2 Cl 5.308290 3.177965 -0.933462
3 Cl 3.963630 0.792235 -1.866672
4 Cl 2.700330 3.396535 -2.363252
5 S -3.626050 -4.113705 -1.544192
6 S -0.829640 0.970395 -2.922082
7 S -4.204200 2.751475 2.774388
8 O -1.272890 -0.267545 -2.106252
9 O -5.116070 -4.138725 -1.716482
10 O -3.699890 4.182685 2.445138
11 C 3.941750 0.879675 1.961008
12 C -3.541410 2.545395 4.483008
13 C 0.835210 0.720695 -3.483622
14 C 2.137780 -1.331745 0.682088
15 C 4.270300 2.499655 -2.184442
16 C 1.332440 -2.902405 -1.169252
17 C 0.981610 -1.795335 -0.216392
18 C -0.442110 2.200035 -1.572792
19 C -3.199690 -3.505165 0.101448
20 C -2.937600 -2.649745 -2.493092
21 C -3.082110 1.659145 1.778868
22 C 2.742350 0.153945 2.666058
23 C 1.661430 -0.192545 1.627938
24 H -3.215840 0.582685 1.885918
25 H 3.703670 1.667225 1.246018
26 H 0.674010 -0.892775 -0.744472
27 H 4.514830 0.149735 1.389288
28 H -3.162300 -1.680895 -2.047072
29 H -3.448150 -2.448255 0.197868
30 H 4.613940 1.320955 2.696888
31 H -1.851190 -2.651265 -2.404682
32 H -1.359970 2.424065 -1.029242
33 H 2.305080 0.848625 3.383218
34 H -0.047080 3.109065 -2.026362
35 H 1.303010 0.678175 1.078858
36 H 0.804760 -2.868005 -2.122392
37 H 0.762310 0.287405 -4.481142
38 H -2.118470 -3.493395 0.238968
39 H -3.251990 1.899285 0.729308
40 H -2.017740 1.756205 1.992878
41 H 2.866010 -0.656825 3.384008
42 H -3.878100 3.435775 5.014008
43 H 1.284330 -3.844805 -0.623662
44 H 0.112300 -2.000015 0.408518
45 H 2.336870 -2.693865 -1.537682
46 H 0.193710 1.685085 -0.852622
47 H -3.742780 1.573925 4.934448
48 H -3.780650 -3.965565 0.900578
49 H 1.323390 1.667975 -3.712662
50 H 0.778970 -0.565035 2.148148
51 H -2.461970 2.696705 4.478968
52 H 1.438230 0.088135 -2.832212
53 H 2.366650 -2.163325 1.348568
54 H -3.241960 -2.657465 -3.539712
55 H 3.058160 -1.016135 0.190768

Cartesian forces (eV/Å) of the 6 atoms listed first:
Cl -0.152 -0.183 -0.870
Cl -0.537 0.100 0.634
Cl -0.071 0.180 0.059
Cl 1.060 -0.278 0.424
S -0.150 0.470 -1.027
S -0.889 -0.660 2.664



# 3
Here is C6HF5Se in the gas phase at a distorted geometry from the Open Molecules 2025 dataset. Energies are from ωB97M-V/def2-TZVPD.

Values from the calculation:
- E_LUMO (eV) = 0.31
- structure (SMILES) = Fc1c(F)c(F)c([SeH])c(F)c1F
- E_tot (hartree) = -3129.915857
- HOMO-LUMO gap (hartree) = 0.3400
- energy relative to the best compared isomer or geometry (same formula, charge and spin) (kJ/mol) = 0.0

CARTESIAN COORDINATES (ANGSTROEM)
1 Se -1.661684 2.265196 1.213206
2 F 0.793812 2.211103 -0.789815
3 F 1.509061 -2.375541 -1.143985
4 F 2.186927 -0.002831 -1.885779
5 F -1.922022 -0.773861 1.634174
6 F -0.693541 -2.785613 0.640722
7 C 1.077296 -0.144669 -1.098473
8 C 0.730746 -1.444661 -0.711010
9 C -0.608212 0.856895 0.557686
10 C -0.279730 -1.586630 0.207111
11 C -0.890174 -0.471328 0.838085
12 C 0.466043 0.971046 -0.609800
13 H -0.708522 3.280895 1.147875

Cartesian forces (eV/Å) of the 6 atoms listed first:
Se -1.502 -1.201 0.240
F 1.038 1.165 -1.207
F 0.543 -1.855 -0.553
F -0.972 -0.139 0.398
F 0.139 0.019 0.301
F 0.297 0.009 -0.297